Here is 2 unconnected molecules or ions with the total composition CH5OS from OMol25. Energies are from ωB97M-V with the def2-TZVPD basis set.

Last column: Mulliken charge in e.
Geometry (Å):
S -1.50421 -0.35410 -2.17009  -0.855
O 1.02116 -0.64543 -0.19406  -0.417
C 0.69055 0.24378 0.82925  -0.490
H 0.18385 -0.85449 -0.66918  0.196
H 0.33863 -0.27651 1.72564  0.211
H 1.59666 0.79984 1.10555  0.200
H -2.25088 0.11408 -1.15421  -0.050
H -0.07577 0.97284 0.52710  0.205

- total charge = -1
- E_tot (Ha) = -514.55080
- frontier orbital gap (eV) = 7.05
- strongest force on any atom (eV/A) = 0.51
- LUMO level (eV) = 4.24
- relative energy (zero: lowest compared OMol25 entry of this formula, charge and spin) (kcal/mol) = 3.8